Entry 1:
66
Properties=species:S:1:pos:R:3:forces:R:3:mulliken_charge:R:1 method="wB97M-V/def2-TZVPD" lumo_energy_ev=-3.2 energy_ev=-63552.295 charge=+1
C 1.6415 -0.5611 3.3760 0.19 -0.31 -0.36 -1.413
C 2.3427 -0.5022 2.0009 -0.70 0.19 0.57 -0.568
C 1.4029 -0.8178 0.8770 0.09 -0.23 0.04 0.940
C 0.4316 -1.7854 0.7572 0.65 0.78 -0.57 -0.233
C -0.0325 -2.8607 1.6677 0.30 -0.04 0.55 -1.314
C -1.1909 -2.4629 2.5966 -0.35 -0.10 -0.41 -1.207
C -2.1530 -1.5087 1.9032 -0.53 0.16 0.44 -0.564
S -3.1708 -2.5473 0.7911 0.08 0.12 -0.04 -0.208
C -3.5499 -1.5698 -0.6784 0.12 0.60 -0.44 -0.122
S -2.6163 -1.7999 -2.0014 -0.99 -0.91 -0.48 -0.457
N -4.6588 -0.7500 -0.7410 0.11 -1.16 1.43 0.533
C -5.0164 -0.0973 0.5284 -0.46 0.87 -0.18 -0.128
C -5.1982 1.4037 0.2828 0.43 -0.39 0.15 -1.056
C -5.8143 -1.3828 -1.4400 -0.04 0.67 -1.17 -0.620
C -5.9423 -0.8637 -2.8723 0.45 -0.05 0.64 -1.077
N -0.1108 -1.6120 -0.5043 1.03 0.13 0.51 0.296
C 0.4787 -0.6031 -1.1329 0.44 -0.02 0.02 0.363
C 0.1281 -0.0911 -2.4817 -0.38 0.28 0.35 -1.573
C -1.1267 0.8385 -2.4743 0.52 0.35 -0.55 0.801
C -0.9131 2.0808 -3.3274 -0.20 0.07 0.33 -1.517
Cl -1.5236 1.3899 -0.8061 0.02 -0.13 0.04 -0.231
N 1.4284 -0.1038 -0.3243 -0.65 -0.84 0.00 0.287
C 2.3144 0.9965 -0.6767 -0.17 -0.06 -0.16 -1.172
H 0.5957 -0.2907 3.2774 -0.14 0.11 0.07 0.231
H 1.7083 -1.5678 3.7774 -0.13 -0.05 0.23 0.275
H 2.1119 0.1286 4.0667 0.10 -0.01 0.13 0.475
H 2.7052 0.5177 1.9218 0.26 0.01 -0.35 0.496
H 3.1860 -1.1877 2.0025 0.22 0.06 -0.13 0.400
H -0.3486 -3.7336 1.1044 0.10 0.01 -0.31 0.476
H 0.8324 -3.1670 2.2519 -0.03 -0.17 0.15 0.440
H -0.8819 -2.0694 3.5583 0.28 0.26 -0.01 0.440
H -1.7526 -3.3698 2.8219 0.04 -0.11 0.20 0.480
H -2.8162 -1.0445 2.6291 -0.06 -0.01 0.10 0.783
H -1.6620 -0.6988 1.3690 0.05 -0.08 -0.17 0.335
H -4.2337 -0.2048 1.2688 0.13 -0.24 -0.02 -0.072
H -5.9377 -0.5018 0.9446 0.02 -0.29 0.03 0.411
H -5.5415 1.8856 1.1946 -0.20 0.10 -0.01 0.418
H -4.2255 1.8210 0.0311 -0.04 0.17 -0.15 0.139
H -5.8819 1.5845 -0.5393 -0.19 0.13 -0.01 0.293
H -6.7207 -1.1122 -0.9073 0.04 -0.02 0.30 0.414
H -5.7171 -2.4659 -1.4350 0.03 -0.12 0.14 0.353
H -6.8522 -1.2381 -3.3286 -0.04 0.01 -0.20 0.428
H -5.0584 -1.1561 -3.4314 -0.09 -0.15 -0.28 0.255
H -5.9351 0.2220 -2.8273 -0.25 0.14 -0.17 0.254
H -0.8683 -2.1584 -0.9093 -0.26 -0.09 -0.09 0.239
H 0.9553 0.4874 -2.8745 0.23 -0.03 -0.04 0.544
H -0.0260 -0.9377 -3.1451 -0.12 -0.02 -0.15 0.371
H -1.9717 0.2760 -2.8531 -0.18 0.20 0.31 0.055
H -1.6370 2.8341 -3.0337 -0.13 0.08 -0.12 0.428
H 0.0726 2.5023 -3.1481 0.14 0.06 -0.13 0.361
H -1.0660 1.8730 -4.3825 0.21 -0.13 -0.13 0.391
H 1.7569 1.9268 -0.6343 0.11 0.20 0.14 0.312
H 3.1692 1.0055 -0.0154 0.00 0.12 0.19 0.389
H 2.6828 0.8496 -1.6859 0.04 -0.03 -0.11 0.399
C 6.6562 0.6483 1.2966 -0.09 0.03 0.06 -1.367
C 6.0949 2.0445 1.4419 0.00 0.14 0.00 0.827
O 5.2377 2.3216 2.2680 -0.16 -0.20 -0.05 -0.652
N 6.5755 2.9982 0.6044 0.01 -0.18 -0.08 -0.184
C 7.5824 2.8637 -0.4350 -0.16 0.27 0.13 -0.818
H 6.1844 0.0032 2.0315 -0.03 0.06 0.05 0.264
H 6.4489 0.2579 0.2989 0.14 -0.03 -0.02 0.387
H 7.7318 0.6473 1.4709 0.02 -0.06 -0.10 0.458
H 6.1648 3.9067 0.7532 0.04 0.03 0.02 0.236
H 8.4235 3.5250 -0.2260 0.07 -0.06 -0.05 0.288
H 7.1596 3.1395 -1.4021 0.07 -0.06 -0.05 0.272
H 7.9471 1.8444 -0.4911 0.00 -0.02 0.02 0.319

Entry 2:
135
Properties=species:S:1:pos:R:3:forces:R:3:mulliken_charge:R:1 method="wB97M-V/def2-TZVPD" lumo_energy_ev=1.8 energy_ev=-193058.450 charge=-1
C 2.6581 -1.1315 -1.1736 0.10 0.28 0.25 -0.379
C 3.6807 -0.0048 -1.4309 -0.02 -0.36 -0.09 -0.658
C 3.2542 0.9784 -2.5295 0.17 0.12 -0.03 -0.112
C 2.3716 2.1702 -2.0402 -0.13 -0.18 0.10 -0.316
O 2.1611 2.1594 -0.6626 -0.19 0.01 0.03 -0.698
In 0.1480 2.4757 -0.1195 -0.13 0.18 0.07 1.215
C -0.8700 0.5685 -0.6583 0.40 0.30 0.08 -0.628
O -1.8667 0.7550 -1.7401 0.10 -0.90 -0.05 -0.285
C -3.1385 0.5353 -1.4249 0.39 -0.16 -1.03 0.750
C -3.8487 -0.3821 -2.4020 0.06 0.14 -0.31 -1.032
O -3.6867 0.9942 -0.4701 -0.63 0.31 1.28 -0.558
H 1.8862 -0.7706 -0.4798 0.08 -0.13 -0.28 -0.031
H 3.1406 -2.0039 -0.7117 -0.14 0.22 -0.08 0.012
H 2.1734 -1.4545 -2.1075 0.11 0.03 0.22 0.374
H 3.8394 0.5333 -0.4894 0.02 -0.01 -0.25 0.233
H 4.6419 -0.4583 -1.7208 -0.18 0.06 0.02 0.353
H 4.1592 1.3824 -3.0090 -0.16 -0.07 0.11 0.321
H 2.7206 0.4282 -3.3193 0.14 0.05 0.18 -0.017
H 2.8631 3.1127 -2.3478 -0.07 -0.09 0.00 0.156
H 1.4158 2.1321 -2.6020 0.18 0.05 0.04 0.130
H -0.4291 3.7684 -1.1508 0.05 -0.03 -0.09 -0.439
H 0.0298 2.8817 1.5970 0.18 -0.15 0.00 -0.542
H -0.1540 -0.1580 -1.0697 -0.29 0.18 0.05 -0.037
H -1.3662 0.1047 0.2003 -0.07 0.11 -0.18 0.414
H -3.2960 -0.4507 -3.3432 -0.13 0.00 0.16 0.305
H -3.8835 -1.3787 -1.9443 0.00 0.18 -0.07 0.208
H -4.8730 -0.0407 -2.5802 0.17 -0.09 0.10 0.328
C -4.1155 7.3197 -1.2857 -0.24 -0.12 0.46 -0.684
C -4.6437 7.7983 -2.6437 0.10 0.07 -0.07 0.861
C -4.6685 6.7924 -3.8008 -0.07 0.02 0.05 0.085
F -3.4264 6.4076 -4.1333 0.06 -0.01 -0.03 -0.205
F -5.2261 7.3955 -4.8802 -0.02 -0.01 -0.03 -0.289
F -4.0141 8.9238 -3.0348 -0.02 0.00 0.03 -0.279
F -5.9643 8.1127 -2.4351 0.00 -0.03 0.00 -0.342
O -2.7866 7.6505 -0.9593 0.06 0.28 -0.50 -0.404
C -1.7477 6.8013 -1.2756 -0.05 -0.11 0.36 0.790
C -0.7207 7.5096 -2.1703 0.00 0.02 0.07 0.134
F -1.3121 7.9250 -3.3141 -0.01 0.01 -0.03 -0.244
F 0.2668 6.6563 -2.4852 0.03 -0.02 -0.03 -0.188
F -2.1899 5.6668 -1.8194 0.01 -0.01 -0.14 -0.181
F -1.1167 6.5048 -0.1220 0.01 -0.03 -0.04 -0.281
H -4.7199 7.8651 -0.5609 0.03 -0.01 0.01 0.384
H -4.3201 6.2575 -1.1431 0.04 0.00 -0.14 0.351
H -5.2695 5.9185 -3.5386 0.03 -0.03 0.01 0.301
H -0.3096 8.3736 -1.6449 0.00 0.01 0.01 0.200
C 3.6030 -6.5621 -1.7952 -0.19 -0.09 -0.36 -1.065
C 3.8856 -5.2771 -1.0027 -0.02 -0.08 -0.03 1.116
C 5.3065 -4.7066 -1.0486 -0.07 0.04 -0.06 0.054
F 6.1799 -5.5926 -0.5234 0.06 -0.04 0.00 -0.246
F 5.3481 -3.5810 -0.3134 0.02 0.00 0.04 -0.239
F 3.4977 -5.4344 0.2809 0.11 -0.01 -0.03 -0.246
F 3.0946 -4.3225 -1.5693 0.03 -0.06 0.02 -0.308
O 3.5733 -7.7679 -1.0537 -0.03 0.27 0.37 -0.348
C 4.6755 -8.5395 -0.8530 -0.03 -0.21 -0.05 0.782
C 4.9904 -8.6971 0.6437 -0.06 -0.02 -0.03 0.252
F 5.2373 -7.4978 1.1972 0.03 0.03 0.00 -0.215
F 6.0950 -9.4661 0.7731 0.02 -0.03 0.01 -0.279
F 5.7445 -8.1030 -1.5353 0.09 0.08 -0.03 -0.297
F 4.3907 -9.7860 -1.3097 0.04 -0.01 -0.06 -0.319
H 2.5788 -6.4417 -2.1451 0.01 -0.01 -0.02 0.487
H 4.2389 -6.6327 -2.6782 0.13 0.02 0.12 0.297
H 5.5941 -4.4755 -2.0774 0.01 0.00 0.00 0.339
H 4.1509 -9.1721 1.1538 -0.02 0.00 0.01 0.248
C -0.0224 2.9779 5.5502 -0.36 0.42 -0.04 -0.795
C -0.1181 1.5604 6.1307 0.06 -0.09 -0.24 0.936
C 0.6394 1.2733 7.4306 -0.15 0.02 0.03 0.006
F 1.9669 1.3925 7.2557 0.07 0.01 -0.02 -0.237
F 0.3748 0.0019 7.8164 0.02 -0.03 0.03 -0.268
F 0.1857 0.6330 5.2105 0.00 0.01 0.01 -0.225
F -1.4435 1.3938 6.4567 -0.03 -0.03 0.18 -0.299
O 0.8396 3.1710 4.4609 0.06 -0.41 -0.04 -0.214
C 2.1574 3.4737 4.5804 0.05 0.12 -0.07 0.601
C 3.0300 2.3776 3.9566 0.03 -0.15 -0.16 0.417
F 2.8055 1.2047 4.5912 0.02 0.03 0.07 -0.239
F 4.3344 2.6980 4.1327 0.01 0.07 -0.01 -0.277
F 2.5196 3.7149 5.8617 -0.03 -0.06 0.08 -0.324
F 2.3908 4.6080 3.8871 0.03 0.07 0.06 -0.301
H -1.0110 3.1596 5.1284 0.00 -0.01 0.03 0.399
H 0.1259 3.7126 6.3447 0.16 -0.10 0.04 0.282
H 0.3115 1.9522 8.2224 0.02 0.02 0.00 0.309
H 2.8085 2.2626 2.8936 -0.03 0.09 -0.01 0.145
C 1.0597 -4.9574 1.7416 0.41 0.25 -0.23 -0.634
C 0.7463 -6.2980 2.4156 -0.11 0.03 0.06 1.025
C -0.0570 -7.3267 1.6124 0.10 0.03 -0.01 0.138
F -1.2924 -6.8687 1.3408 -0.07 0.01 0.00 -0.237
F -0.1794 -8.4563 2.3485 -0.01 -0.06 0.02 -0.280
F 0.1699 -6.1114 3.6171 0.01 0.00 0.03 -0.287
F 1.9602 -6.9029 2.6214 0.02 -0.03 -0.01 -0.299
O 0.2449 -3.8595 2.0817 -0.30 -0.35 0.46 -0.411
C -0.8908 -3.5501 1.3917 0.18 0.22 -0.08 0.619
C -2.1182 -3.5380 2.3139 0.05 0.07 -0.02 0.194
F -2.2868 -4.7537 2.8758 -0.01 -0.05 0.00 -0.253
F -3.2126 -3.2556 1.5758 -0.04 0.00 0.00 -0.239
F -1.0867 -4.3631 0.3369 -0.05 -0.12 -0.07 -0.310
F -0.7500 -2.2999 0.9149 -0.06 0.04 -0.09 -0.142
H 2.0464 -4.6896 2.1181 -0.06 0.02 -0.02 0.370
H 1.1547 -5.0768 0.6619 -0.15 -0.06 0.07 0.296
H 0.4579 -7.5713 0.6797 0.00 0.02 -0.03 0.208
H -1.9933 -2.7853 3.0936 -0.01 0.00 0.01 0.248
C 3.0306 1.7961 -8.0020 0.12 0.34 -0.28 -0.823
C 3.5785 1.3456 -6.6411 -0.09 -0.08 0.07 1.030
C 4.5118 0.1282 -6.6181 0.04 0.11 0.03 0.018
F 3.8688 -0.9766 -7.0519 -0.03 -0.06 -0.03 -0.233
F 4.9181 -0.0855 -5.3514 0.01 -0.06 -0.02 -0.211
F 2.5725 1.1701 -5.7741 -0.01 0.02 0.01 -0.200
F 4.3578 2.3801 -6.2004 0.02 0.01 -0.02 -0.348
O 1.7103 1.3946 -8.3128 -0.04 -0.14 0.41 -0.390
C 1.4239 0.2359 -8.9603 -0.10 0.06 -0.15 0.803
C 0.5326 -0.6860 -8.1121 0.00 0.06 -0.04 0.175
F 1.1582 -1.0207 -6.9722 0.02 -0.03 0.01 -0.201
F 0.2920 -1.8167 -8.8174 -0.03 -0.03 -0.01 -0.271
F 2.5241 -0.4079 -9.3870 0.10 -0.06 0.02 -0.292
F 0.6968 0.5510 -10.0637 0.03 -0.02 -0.07 -0.316
H 2.9687 2.8804 -7.9212 -0.03 -0.02 -0.01 0.395
H 3.7299 1.5688 -8.8077 -0.01 -0.15 0.06 0.327
H 5.3887 0.3025 -7.2474 0.00 0.01 -0.02 0.266
H -0.4110 -0.1881 -7.8845 -0.01 0.01 0.02 0.257
C -5.2893 1.4542 4.2240 0.15 0.30 -0.35 -0.895
C -6.1069 0.1585 4.1421 0.02 -0.07 0.02 0.973
C -7.5534 0.2036 4.6472 0.04 0.00 -0.09 0.052
F -7.5941 0.4820 5.9661 -0.01 0.02 0.07 -0.232
F -8.1225 -1.0072 4.4558 -0.03 -0.03 0.02 -0.268
F -5.4504 -0.8566 4.7358 0.01 -0.01 0.00 -0.269
F -6.2192 -0.1289 2.8125 -0.01 0.02 0.02 -0.327
O -4.3973 1.5672 5.3162 -0.08 -0.41 0.14 -0.225
C -4.7477 2.1004 6.5154 0.17 0.09 -0.05 0.827
C -4.5485 1.0857 7.6527 0.11 0.02 -0.08 0.351
F -5.3234 0.0030 7.4547 -0.06 0.00 0.02 -0.246
F -4.9086 1.6593 8.8252 -0.01 0.02 0.02 -0.281
F -5.9911 2.6109 6.5213 -0.11 -0.01 -0.01 -0.318
F -3.8973 3.1271 6.7757 -0.05 0.10 0.02 -0.328
H -4.6423 1.4257 3.3472 0.01 0.01 0.02 0.474
H -5.9311 2.3304 4.1238 -0.08 -0.06 0.11 0.297
H -8.1284 0.9533 4.0981 0.00 0.02 0.01 0.291
H -3.5006 0.7866 7.6926 0.00 -0.02 0.02 0.132